{"formula": "C51H62As3CdN3O9S", "method": "wB97M-V/def2-TZVPD", "e_above_lowest_kcal_mol": 21.81, "total_charge": -2, "spin_multiplicity": 1, "symbols": ["Cd", "O", "C", "C", "O", "C", "C", "O", "C", "O", "O", "C", "As", "C", "C", "C", "C", "C", "As", "C", "C", "C", "As", "C", "C", "H", "H", "H", "H", "H", "H", "H", "H", "H", "H", "H", "H", "H", "H", "H", "H", "H", "H", "H", "H", "H", "H", "H", "H", "H", "H", "H", "C", "C", "C", "O", "C", "C", "O", "C", "O", "C", "C", "C", "C", "C", "C", "C", "C", "C", "C", "C", "C", "C", "O", "C", "C", "C", "C", "C", "C", "C", "C", "C", "C", "C", "C", "H", "H", "H", "H", "H", "H", "H", "H", "H", "H", "H", "H", "H", "H", "H", "H", "H", "H", "H", "H", "H", "H", "H", "H", "H", "H", "H", "H", "C", "C", "C", "N", "N", "C", "N", "S", "H", "H", "H", "H", "H", "H", "H"], "coordinates": [[-0.58407, 0.19662, 0.91945], [-4.21877, 2.61902, 5.53447], [-3.57590, 2.07069, 4.66200], [-3.90500, 2.05094, 3.18739], [-4.92118, 2.49183, 2.67093], [-2.77405, 1.38958, 2.52706], [-1.84408, 0.92090, 3.51043], [-0.79045, 0.27308, 3.21169], [-2.30117, 1.28244, 4.85433], [-1.78114, 1.00617, 5.92677], [-2.62364, 1.21231, 1.28163], [-4.94715, -2.03472, 1.80738], [-3.21947, -1.56591, 0.98846], [-3.91199, -0.18447, -0.20338], [-3.10657, -2.97556, -0.39623], [-2.33971, -4.24702, -0.02356], [-2.31955, -5.18546, -1.24106], [-0.87667, -3.89537, 0.27092], [-0.35800, -2.46452, 1.52723], [-1.11659, -3.01337, 3.24141], [1.43343, -3.16351, 1.84319], [-2.92711, -4.95853, 1.21418], [-4.67915, -5.86937, 1.33643], [-4.24463, -7.51542, 0.35114], [-5.86776, -5.12359, -0.03942], [-5.73857, -2.10388, 1.05800], [-5.19087, -1.23048, 2.50224], [-4.89348, -2.96531, 2.37228], [-4.76454, -0.55423, -0.77560], [-3.11263, 0.13199, -0.87573], [-4.19813, 0.67706, 0.39960], [-2.56438, -2.48946, -1.21371], [-4.11284, -3.20149, -0.75949], [-1.81167, -4.69474, -2.07422], [-3.32532, -5.44499, -1.56899], [-1.78169, -6.11070, -1.01323], [-0.41243, -3.54530, -0.65814], [-0.33780, -4.79722, 0.57680], [-1.06454, -4.09432, 3.37404], [-2.14156, -2.66182, 3.33992], [-0.52303, -2.50877, 4.00430], [1.92919, -3.31768, 0.88486], [1.37468, -4.10083, 2.39697], [2.00061, -2.42055, 2.40382], [-2.93091, -4.25629, 2.04981], [-2.24830, -5.76423, 1.51569], [-3.38208, -7.99854, 0.81147], [-4.02344, -7.31866, -0.69729], [-5.09510, -8.19442, 0.41807], [-6.17844, -4.11491, 0.22587], [-6.75077, -5.76430, -0.05121], [-5.42435, -5.11511, -1.03165], [2.22153, 3.57257, -3.79326], [3.06727, 3.12129, -2.60381], [4.53025, 3.45119, -2.79695], [2.63212, 3.72852, -1.40969], [1.51955, 2.94212, -0.98834], [1.94470, 1.48206, -1.34553], [2.90239, 1.73200, -2.40393], [2.50333, 0.39468, -0.38310], [1.56657, -0.01004, 0.50951], [2.84256, -0.86300, -1.25321], [3.63266, -1.86182, -0.68112], [3.87244, -3.06514, -1.32612], [3.31733, -3.31057, -2.57753], [2.52630, -2.33196, -3.15953], [2.29414, -1.12417, -2.50667], [3.79905, 0.83328, 0.34106], [4.98905, 1.12192, -0.32723], [6.15085, 1.41223, 0.37677], [6.15264, 1.38237, 1.76758], [4.98055, 1.06554, 2.43910], [3.81420, 0.79921, 1.73036], [0.94591, 3.39947, 0.36446], [-0.11756, 2.52896, 0.65513], [0.35564, 4.83005, 0.20723], [1.14785, 5.91474, -0.17245], [0.60574, 7.18646, -0.28479], [-0.73876, 7.40446, -0.01053], [-1.53065, 6.33557, 0.37899], [-0.99008, 5.05823, 0.48705], [1.88289, 3.42137, 1.57331], [1.37723, 3.02020, 2.80789], [2.14987, 3.12845, 3.95670], [3.43096, 3.65918, 3.89105], [3.94088, 4.05745, 2.66314], [3.17835, 3.93288, 1.51055], [2.22374, 4.66239, -3.86283], [1.19375, 3.22312, -3.69301], [2.63404, 3.14960, -4.71140], [4.63826, 4.51528, -3.01759], [4.93299, 2.87035, -3.62852], [5.08165, 3.21531, -1.88796], [0.68669, 3.14855, -1.66895], [1.05585, 1.01371, -1.77840], [4.05822, -1.69278, 0.30169], [4.48813, -3.81752, -0.84518], [3.49728, -4.25006, -3.08748], [2.08098, -2.50744, -4.13292], [1.67215, -0.38824, -2.99844], [5.00552, 1.08469, -1.40899], [7.06524, 1.63866, -0.16174], [7.06207, 1.59630, 2.31862], [4.96631, 1.03581, 3.52267], [2.88701, 0.55777, 2.23361], [2.19751, 5.76557, -0.38080], [1.24185, 8.01297, -0.58248], [-1.16011, 8.39993, -0.08960], [-2.57885, 6.48437, 0.60897], [-1.62614, 4.24056, 0.79943], [0.38334, 2.59914, 2.87037], [1.73846, 2.79309, 4.90149], [4.03462, 3.74445, 4.78752], [4.95147, 4.44367, 2.59212], [3.60207, 4.21835, 0.55939], [-0.85724, -1.87046, -5.54394], [-1.60958, -2.16304, -4.24582], [-1.58933, -1.02829, -3.27256], [-1.17912, -1.14500, -2.06383], [-1.25277, 0.00176, -1.32745], [-1.64786, 1.09092, -2.01240], [-1.60496, 2.29985, -1.54517], [-2.10346, 0.60023, -3.67431], [-0.90087, -2.72565, -6.22105], [0.19047, -1.64458, -5.33767], [-1.28335, -1.00689, -6.05847], [-1.15420, -3.00967, -3.72856], [-2.64372, -2.43767, -4.47844], [-0.78533, 2.57801, -0.09348], [-1.98772, 2.99562, -2.16979]], "mulliken_charge": [4.626, -0.702, 0.433, 0.022, -0.762, 0.392, 0.400, -1.207, 0.098, -0.749, -0.789, -1.389, 0.751, -0.568, -0.775, 3.798, -1.875, -2.683, 0.827, -1.546, -1.615, -1.946, 0.408, -1.179, -0.964, 0.285, 0.454, 0.284, 0.587, -0.293, 0.347, -0.632, 0.497, 0.063, 0.280, 0.469, 0.379, 0.748, 0.407, 0.305, 0.509, 0.305, 0.510, 0.347, 0.154, 0.620, 0.324, 0.310, 0.408, 0.205, 0.418, 0.235, -1.881, 1.615, -2.073, -0.236, -0.717, 0.142, -0.270, 2.711, -0.436, -0.263, -0.535, -0.595, -0.764, -0.915, 0.216, -0.015, -0.264, -1.177, -0.751, -0.727, -0.089, 1.369, 0.809, -0.020, -0.182, -1.088, -0.548, -1.187, -0.374, 0.147, -0.761, -0.713, -0.783, -0.987, 0.661, 0.340, 0.299, 0.460, 0.415, 0.367, 0.525, 0.378, -0.445, 0.427, 0.380, 0.394, 0.219, 0.264, 1.033, 0.372, 0.368, 0.431, 0.101, 0.248, 0.398, 0.366, 0.493, 0.616, 0.204, 0.484, 0.398, 0.403, 0.287, -1.329, -0.338, 0.360, -1.440, 0.560, -0.595, -0.056, -0.490, 0.424, 0.211, 0.396, -0.037, 0.356, -1.292, 0.199]}